1.
Entry from the OMol25 dataset: a single C5H7BrNP molecule in a non-equilibrium geometry (wB97M-V/def2-TZVPD).

For the HOMO energy, the calculation gives -0.3117 Eh. The HOMO-LUMO gap comes out at 9.1484 eV. The relative energy (zero: lowest compared OMol25 entry of this formula, charge and spin) is 9.6 kcal/mol. The SMILES is CPc1cc(Br)c[nH]1.

Each line ends with the Löwdin charge.
Cartesian coordinates (Å):
C (-0.56, 1.42, -0.83)  -0.148
C (0.24, -0.32, -2.17)  -0.139
C (-0.67, 0.74, -2.11)  -0.727
C (0.22, 0.56, -0.11)  -0.527
C (-0.26, -0.84, 2.41)  -0.345
N (0.73, -0.43, -0.88)  -0.012
P (0.49, 0.79, 1.81)  0.892
Br (-1.58, 1.49, -3.59)  0.679
H (-1.00, 2.41, -0.53)  0.119
H (0.45, -1.23, -2.72)  0.115
H (-0.98, -0.66, 3.08)  -0.035
H (0.52, -1.49, 2.77)  0.024
H (-0.60, -1.42, 1.61)  0.001
H (1.07, -1.33, -0.54)  0.152
H (1.94, 0.30, 1.81)  -0.049

***

2.
Entry from the OMol25 dataset: a gas-phase ion, C5H7BrNS (charge +1) in a non-equilibrium geometry (wB97M-V/def2-TZVPD).

For the HOMO energy, the calculation gives -0.5173 Eh. The HOMO-LUMO gap comes out at 9.8054 eV. The relative energy (zero: lowest compared OMol25 entry of this formula, charge and spin) is 12.5 kcal/mol. As for the total charge: +1.

Each line ends with the Löwdin charge.
Cartesian coordinates (Å):
C (-1.95, 0.52, 1.39)  -0.324
C (-1.34, 0.35, -0.95)  -0.347
C (-0.83, -0.22, 1.28)  -0.683
C (1.84, 0.34, -0.41)  -0.039
C (0.82, -0.82, -0.73)  -0.151
N (-0.47, -0.31, -0.23)  -0.137
S (-2.64, 1.10, -0.14)  1.146
Br (0.33, -0.93, 2.54)  0.920
H (-2.46, 0.85, 2.20)  0.048
H (-1.38, 0.46, -1.96)  0.082
H (1.70, 0.77, 0.52)  0.030
H (2.11, 1.02, -1.19)  0.080
H (2.78, -0.24, -0.37)  0.094
H (1.01, -1.90, -0.23)  0.169
H (0.50, -1.00, -1.73)  0.112

***

3.
Entry from the OMol25 dataset: a single C5H7Cl molecule in a non-equilibrium geometry (wB97M-V/def2-TZVPD).

For the HOMO energy, the calculation gives -0.3476 Eh. The HOMO-LUMO gap comes out at 10.0083 eV. The relative energy (zero: lowest compared OMol25 entry of this formula, charge and spin) is 33.4 kcal/mol. The SMILES is C=C(C)C(=C)Cl.

Each line ends with the Löwdin charge.
Cartesian coordinates (Å):
C (1.51, 0.65, -0.08)  -0.053
C (0.20, -0.12, -0.46)  -0.406
C (0.22, -1.34, -0.95)  0.056
C (-0.97, 0.45, 0.14)  -0.671
C (-1.70, 0.00, 1.10)  -0.029
H (2.13, 0.74, -0.96)  0.064
H (1.27, 1.63, 0.23)  0.026
H (2.15, 0.10, 0.66)  0.101
H (1.05, -1.78, -1.59)  0.095
H (-0.60, -2.03, -0.84)  0.063
H (-1.28, -0.90, 1.59)  0.085
H (-2.69, 0.41, 1.48)  0.092
Cl (-1.30, 2.19, -0.34)  0.576

***

4.
Entry from the OMol25 dataset: a gas-phase ion, C5H7Cl2N2O2 (charge +1) in a non-equilibrium geometry (wB97M-V/def2-TZVPD).

For the HOMO energy, the calculation gives -0.5179 Eh. The HOMO-LUMO gap comes out at 9.4831 eV. The SMILES is CN(C)C(=O)OC(Cl)=[N+]=CCl. As for the total charge: +1.

Each line ends with the Löwdin charge.
Cartesian coordinates (Å):
C (0.23, -0.14, -0.34)  -0.412
C (-1.86, 0.88, -0.33)  -0.751
C (-3.24, -1.08, -0.82)  -0.471
C (2.31, -1.09, 0.16)  0.015
C (1.81, 1.35, 0.76)  0.019
N (-2.41, -0.17, -0.79)  0.049
N (1.42, 0.07, 0.10)  -0.078
O (-0.43, -1.10, -0.63)  0.148
O (-0.61, 1.11, -0.15)  0.070
Cl (-4.06, -1.59, 0.59)  0.791
Cl (-2.87, 2.23, -0.23)  0.919
H (-3.52, -1.43, -1.72)  0.079
H (2.30, -1.73, -0.81)  0.144
H (3.39, -0.81, 0.41)  0.133
H (1.92, -1.68, 0.87)  0.051
H (2.82, 1.52, 0.66)  0.064
H (1.22, 2.29, 0.45)  0.129
H (1.59, 1.36, 1.82)  0.100

***

5.
Entry from the OMol25 dataset: a single C5H7Cl2P molecule in a non-equilibrium geometry (wB97M-V/def2-TZVPD).

For the HOMO energy, the calculation gives -0.3250 Eh. The HOMO-LUMO gap comes out at 8.7950 eV. The relative energy (zero: lowest compared OMol25 entry of this formula, charge and spin) is 59.0 kcal/mol. The SMILES is C=C(Cl)CC/P=C/Cl.

Each line ends with the Löwdin charge.
Cartesian coordinates (Å):
C (-2.81, 0.39, 0.66)  -0.921
C (0.78, -0.77, 0.27)  -0.302
C (-0.54, -0.65, 1.00)  -0.543
C (0.90, 0.60, -0.51)  -0.773
C (1.04, 0.78, -1.82)  -0.034
P (-1.84, -0.67, -0.27)  0.922
Cl (-4.15, 1.28, 0.02)  0.501
Cl (0.89, 2.02, 0.50)  0.661
H (1.71, -1.17, 0.83)  0.138
H (0.64, -1.56, -0.49)  0.081
H (-0.52, -1.59, 1.68)  0.109
H (-0.72, 0.19, 1.65)  0.013
H (-2.38, 0.57, 1.69)  0.024
H (1.16, -0.10, -2.39)  0.053
H (0.84, 1.78, -2.20)  0.070

***

6.
Entry from the OMol25 dataset: a single C5H7Cl2PS molecule in a non-equilibrium geometry (wB97M-V/def2-TZVPD).

For the HOMO energy, the calculation gives -0.3121 Eh. The HOMO-LUMO gap comes out at 7.0145 eV. The relative energy (zero: lowest compared OMol25 entry of this formula, charge and spin) is 0.0 kcal/mol. The SMILES is S=P(Cl)=C1CCC[C@H]1Cl.

Each line ends with the Löwdin charge.
Cartesian coordinates (Å):
C (1.19, 0.32, -0.25)  -0.608
C (-0.16, 0.33, -0.74)  -0.553
C (1.03, -0.09, 1.31)  -0.191
C (-1.09, -0.42, 0.24)  -0.229
C (-0.17, -1.08, 1.31)  -0.188
P (-0.94, 1.41, -1.85)  0.114
S (-2.74, 1.05, -2.66)  0.112
Cl (0.46, 2.29, -3.01)  0.253
Cl (2.09, -1.16, -1.01)  0.562
H (1.83, 1.22, -0.30)  0.104
H (1.98, -0.55, 1.50)  0.065
H (0.74, 0.72, 2.09)  0.148
H (-1.71, 0.31, 0.73)  0.094
H (-1.89, -1.08, -0.27)  0.129
H (0.07, -2.01, 0.72)  0.109
H (-0.70, -1.26, 2.18)  0.077

***

7.
Entry from the OMol25 dataset: a single C5H7ClFN molecule in a non-equilibrium geometry (wB97M-V/def2-TZVPD).

For the HOMO energy, the calculation gives -0.3277 Eh. The HOMO-LUMO gap comes out at 9.9031 eV. The relative energy (zero: lowest compared OMol25 entry of this formula, charge and spin) is 78.0 kcal/mol. The SMILES is F[C@@]12CCN[C@H]1[C@@H]2Cl.

Each line ends with the Löwdin charge.
Cartesian coordinates (Å):
C (1.02, 0.37, -0.44)  -0.542
C (-0.09, -0.63, -0.54)  -0.292
C (-2.20, -0.71, 0.20)  -0.153
C (-1.29, 0.01, 1.32)  -0.056
C (-0.22, 0.56, 0.36)  -0.394
H (1.10, 1.19, -1.18)  0.129
H (0.23, -1.46, 0.02)  0.115
H (-1.70, 0.02, -1.63)  0.105
H (-2.37, -1.72, 0.51)  0.091
H (-3.14, -0.17, 0.12)  0.109
H (-0.85, -0.77, 2.04)  0.137
H (-1.79, 0.79, 1.88)  0.093
N (-1.42, -0.80, -1.08)  0.012
F (-0.89, 1.60, -0.30)  -0.003
Cl (2.54, -0.25, 0.18)  0.649

***

8.
Entry from the OMol25 dataset: a single C5H7ClN2 molecule in a non-equilibrium geometry (wB97M-V/def2-TZVPD).

For the HOMO energy (alpha / beta), the calculation gives -0.2094 / -0.3087 Eh. Its spin multiplicity is 3. The HOMO-LUMO gap (alpha / beta) comes out at 6.4147 / 7.8881 eV. The relative energy (zero: lowest compared OMol25 entry of this formula, charge and spin) is 65.8 kcal/mol.

Each line ends with the Löwdin charge.
Cartesian coordinates (Å):
C (-1.05, -0.88, 0.23)  -0.212
C (-2.16, 1.24, 0.82)  -0.019
C (1.16, -0.66, -0.42)  -0.127
C (0.21, 1.16, 0.65)  -0.552
C (2.54, -0.84, -0.94)  -0.045
N (0.13, -1.36, -0.26)  0.027
N (-1.01, 0.62, 0.51)  -0.271
Cl (0.59, 2.71, 0.05)  0.584
H (-1.71, -1.09, -0.61)  0.126
H (-1.52, -1.31, 1.11)  0.121
H (-3.17, 0.73, 0.90)  0.082
H (-2.12, 2.20, 1.23)  0.025
H (3.09, 0.09, -0.69)  0.096
H (2.32, -0.75, -1.99)  0.075
H (2.71, -1.87, -0.61)  0.090

***

9.
Entry from the OMol25 dataset: a single C5H7ClN2O molecule in a non-equilibrium geometry (wB97M-V/def2-TZVPD).

For the HOMO energy, the calculation gives -0.3652 Eh. The HOMO-LUMO gap comes out at 9.9192 eV. The relative energy (zero: lowest compared OMol25 entry of this formula, charge and spin) is 66.2 kcal/mol. The SMILES is CCO[C@H]1C=NN=C1Cl.

Each line ends with the Löwdin charge.
Cartesian coordinates (Å):
C (1.97, -0.19, 0.39)  -0.263
C (2.11, -1.74, 0.31)  -0.111
C (3.41, 0.10, 0.07)  -0.713
C (-1.17, 0.59, 0.15)  -0.080
C (-0.13, 0.26, -0.97)  -0.270
N (3.23, -2.10, 0.03)  0.029
N (4.04, -1.01, -0.21)  0.046
O (1.24, 0.40, -0.71)  -0.136
Cl (3.99, 1.68, 0.23)  0.760
H (1.69, 0.09, 1.38)  0.133
H (1.32, -2.44, 0.61)  0.122
H (-1.05, 1.62, 0.49)  0.061
H (-2.21, 0.35, -0.29)  0.104
H (-1.01, -0.02, 1.09)  0.074
H (-0.30, 1.02, -1.84)  0.153
H (-0.32, -0.71, -1.34)  0.090

***

10.
Entry from the OMol25 dataset: a single C5H7ClN2O7 molecule in a non-equilibrium geometry (wB97M-V/def2-TZVPD).

For the HOMO energy, the calculation gives -0.4132 Eh. The HOMO-LUMO gap comes out at 10.5523 eV. The relative energy (zero: lowest compared OMol25 entry of this formula, charge and spin) is 7.2 kcal/mol. The SMILES is CCOC(=O)[C@H](O)C(Cl)([N+](=O)[O-])[N+](=O)[O-].

Each line ends with the Löwdin charge.
Cartesian coordinates (Å):
C (1.26, 0.10, 0.16)  -0.517
C (0.08, 1.50, -2.72)  -0.076
C (1.11, 0.47, -2.16)  -0.175
C (0.48, -0.03, 1.47)  -0.290
C (-0.79, -0.98, 1.23)  -0.530
N (-1.87, -0.37, 0.35)  -0.389
N (-1.46, -1.18, 2.62)  -0.375
O (-2.09, 0.76, 0.58)  0.144
O (-1.89, -0.14, 3.06)  0.123
O (2.45, 0.09, 0.26)  0.155
O (-2.34, -1.11, -0.47)  0.084
O (-1.67, -2.28, 2.94)  0.115
O (1.26, -0.55, 2.43)  0.043
O (0.52, 0.20, -0.88)  0.002
Cl (-0.23, -2.51, 0.62)  0.873
H (-0.99, 1.04, -2.89)  0.110
H (0.04, 2.37, -2.05)  0.074
H (0.45, 1.72, -3.81)  0.107
H (2.16, 1.00, -2.10)  0.164
H (1.26, -0.33, -2.82)  0.102
H (0.07, 0.86, 1.85)  0.143
H (2.20, -0.64, 2.32)  0.111

***

11.
Entry from the OMol25 dataset: a gas-phase ion, C5H7ClN3O2 (charge +1) in a non-equilibrium geometry (wB97M-V/def2-TZVPD).

For the HOMO energy, the calculation gives -0.5286 Eh. The HOMO-LUMO gap comes out at 9.3072 eV. The relative energy (zero: lowest compared OMol25 entry of this formula, charge and spin) is 73.0 kcal/mol. The SMILES is [NH2+]=C1NCCC(Cl)=C1[N+](=O)[O-]. As for the total charge: +1.

Each line ends with the Löwdin charge.
Cartesian coordinates (Å):
C (-1.82, 0.41, -0.11)  -0.082
C (-1.86, -0.97, -0.23)  -0.468
C (-0.58, 1.13, 0.02)  -0.300
C (-0.59, -1.69, -0.52)  -0.137
C (0.54, -1.02, 0.31)  -0.097
N (0.50, 0.48, 0.25)  0.139
N (-0.62, 2.42, 0.14)  0.257
N (-3.05, 1.17, 0.03)  -0.343
O (-3.92, 0.85, 0.74)  0.160
O (-2.98, 2.21, -0.67)  0.058
Cl (-3.38, -1.84, -0.01)  0.816
H (-0.76, -2.79, -0.32)  0.154
H (-0.15, -1.35, -1.45)  0.136
H (0.50, -1.28, 1.43)  0.160
H (1.53, -1.39, -0.11)  0.152
H (1.27, 1.04, 0.41)  0.148
H (-1.47, 2.82, -0.16)  0.086
H (0.04, 3.13, 0.41)  0.162

***

12.
Entry from the OMol25 dataset: a single C5H7ClO molecule in a non-equilibrium geometry (wB97M-V/def2-TZVPD).

For the HOMO energy, the calculation gives -0.3418 Eh. The HOMO-LUMO gap comes out at 10.1821 eV. The relative energy (zero: lowest compared OMol25 entry of this formula, charge and spin) is 7.0 kcal/mol. The SMILES is O[C@@H]1CCC=C1Cl.

Each line ends with the Löwdin charge.
Cartesian coordinates (Å):
C (0.44, -0.48, -0.86)  -0.394
C (-0.98, -0.66, -0.33)  -0.139
C (-1.07, 0.41, 0.79)  -0.165
C (0.36, 0.43, 1.32)  -0.079
C (1.17, -0.06, 0.39)  -0.709
H (1.40, 1.03, -1.72)  0.092
H (0.84, -1.39, -1.35)  0.144
H (-1.12, -1.73, 0.00)  0.136
H (-1.71, -0.52, -1.13)  0.114
H (-1.82, 0.22, 1.54)  0.092
H (-1.48, 1.39, 0.38)  0.132
H (0.61, 0.95, 2.22)  0.101
O (0.51, 0.64, -1.76)  -0.032
Cl (2.85, -0.22, 0.52)  0.708